{"formula": "C24H48ClGeSeSiV", "method": "wB97M-V/def2-TZVPD", "elements": ["Se", "Ge", "V", "Cl", "Si", "C", "C", "C", "C", "C", "C", "C", "C", "C", "C", "C", "C", "C", "C", "C", "C", "C", "C", "C", "C", "C", "C", "C", "C", "H", "H", "H", "H", "H", "H", "H", "H", "H", "H", "H", "H", "H", "H", "H", "H", "H", "H", "H", "H", "H", "H", "H", "H", "H", "H", "H", "H", "H", "H", "H", "H", "H", "H", "H", "H", "H", "H", "H", "H", "H", "H", "H", "H", "H", "H", "H", "H"], "positions_angstrom": [[0.721299, 2.583382, 0.302934], [2.217450, 5.474266, 1.051917], [-0.237241, -0.093137, 0.065106], [-2.538359, 1.104577, 0.616654], [1.598579, -1.902517, 0.527328], [-1.689168, -0.378661, -2.668393], [0.939040, -3.648187, -0.089274], [2.433005, -3.599752, 2.832816], [1.853935, 5.677957, 2.969294], [-1.920420, -0.255808, -4.027026], [4.521215, -2.437692, 0.128699], [1.960923, -4.773967, -0.190140], [2.969769, -1.208353, 3.013355], [0.175878, 0.854888, -4.253364], [0.658600, -1.928346, 3.234689], [3.710185, -0.111976, -0.223524], [1.945639, -2.202641, 2.454312], [3.944671, 6.341485, 0.691449], [3.195561, -1.836556, -1.848681], [0.812881, 6.363443, 0.030636], [-0.166136, -4.123583, 0.856686], [0.258127, -3.495246, -1.453262], [0.430221, 2.318286, 2.208409], [-0.981691, 0.364958, -4.837443], [2.384308, 3.612728, 0.428327], [3.340178, -1.595437, -0.346268], [-2.028075, -0.687307, 1.003358], [0.375477, 0.717677, -2.890561], [-0.532108, 0.091307, -2.028008], [-1.149649, 0.464862, -5.902525], [2.934217, 0.521783, -0.655306], [2.502801, -4.940910, 0.744545], [1.308638, 1.114656, -2.482211], [-2.805679, -1.300261, 0.530258], [5.396615, -2.235454, -0.496631], [4.738655, 5.872646, 1.265177], [-0.178194, -2.544352, 2.914923], [-2.141391, -0.758259, 2.094701], [-2.454921, -0.874046, -2.070234], [1.193867, 1.653810, 2.610943], [1.709853, -4.378308, 2.588049], [0.913192, -3.127271, -2.236120], [0.822980, -2.112515, 4.300704], [3.858775, 0.214433, 0.800031], [2.670693, -0.179461, 2.832306], [4.204234, 6.276060, -0.359216], [0.814340, 5.485304, 3.211279], [-0.557916, 1.878350, 2.333014], [-0.139568, 5.871090, 0.196969], [2.075476, 6.705416, 3.250602], [-0.581861, -2.805994, -1.401117], [3.365634, -3.856929, 2.335052], [2.475578, 5.021457, 3.570917], [2.611069, -3.650933, 3.910731], [-0.923437, -3.353456, 0.990105], [0.199453, -4.412028, 1.842289], [3.963961, -1.333467, 2.605520], [4.808882, -2.225186, 1.151326], [1.452937, -5.706483, -0.445505], [2.330760, -1.321245, -2.261881], [0.350833, -0.890436, 3.125492], [3.906022, 7.391149, 0.965625], [0.729616, 7.405469, 0.326801], [-0.126316, -4.467763, -1.774918], [0.448934, 3.271035, 2.729671], [1.023677, 6.324947, -1.033368], [-2.836209, -0.645690, -4.457010], [-0.658510, -4.997569, 0.425292], [3.137741, 3.034656, 0.963457], [0.925765, 1.344214, -4.862906], [4.639416, 0.080001, -0.767323], [4.083320, -1.458278, -2.363921], [2.697286, -4.593037, -0.968803], [4.316947, -3.506883, 0.062566], [2.743649, 3.693002, -0.601587], [3.046158, -1.337964, 4.098684], [3.105058, -2.889635, -2.097062]], "atomic_forces_ev_per_a": [[-0.19, 0.23, 0.08], [0.07, -0.11, -0.01], [0.14, 0.06, 0.06], [-0.01, -0.22, 0.04], [0.08, -0.08, 0.07], [-0.18, -0.19, 0.39], [-0.06, 0.10, 0.03], [0.05, -0.12, 0.01], [0.05, 0.01, -0.14], [-0.07, -0.01, -0.18], [-0.01, -0.16, -0.04], [0.28, -0.06, 0.11], [-0.13, -0.05, 0.03], [-0.02, 0.04, -0.24], [-0.11, -0.07, -0.04], [-0.08, -0.04, 0.01], [0.15, 0.12, -0.02], [-0.16, -0.08, 0.09], [-0.11, -0.02, -0.07], [0.08, -0.06, 0.07], [-0.10, 0.02, 0.10], [-0.02, 0.03, 0.00], [0.12, 0.10, 0.12], [-0.01, 0.02, -0.09], [0.08, -0.06, -0.08], [-0.10, 0.03, 0.00], [-0.31, -0.19, 0.17], [0.39, 0.09, 0.27], [-0.04, 0.02, -0.18], [0.00, 0.01, -0.05], [-0.06, 0.02, -0.03], [-0.08, -0.03, -0.21], [-0.06, -0.01, -0.02], [0.10, 0.18, 0.10], [0.15, 0.03, -0.10], [0.11, -0.09, 0.09], [-0.05, -0.02, -0.01], [-0.02, 0.03, -0.23], [0.03, 0.03, -0.04], [-0.02, 0.00, 0.00], [0.27, 0.12, 0.18], [0.14, 0.05, -0.07], [0.03, -0.03, 0.19], [0.01, 0.03, 0.31], [-0.10, 0.25, -0.08], [0.02, -0.03, -0.22], [-0.17, -0.06, 0.00], [0.04, -0.03, -0.09], [-0.14, -0.07, 0.04], [0.03, 0.12, 0.04], [-0.10, 0.12, 0.04], [0.16, 0.02, -0.02], [0.09, -0.11, 0.05], [0.05, 0.00, 0.22], [-0.15, 0.13, 0.00], [-0.22, 0.01, -0.19], [0.19, -0.05, -0.09], [0.06, 0.03, 0.20], [-0.11, -0.23, -0.07], [-0.14, 0.10, -0.06], [-0.07, 0.20, -0.04], [-0.02, 0.19, 0.05], [-0.02, 0.14, 0.05], [-0.08, -0.16, -0.07], [0.04, 0.06, 0.03], [0.06, -0.02, -0.17], [-0.04, -0.01, -0.03], [-0.11, -0.19, -0.09], [-0.02, 0.00, 0.11], [0.06, 0.04, -0.07], [0.17, 0.05, -0.09], [0.14, 0.05, -0.10], [0.09, 0.03, -0.11], [0.00, 0.00, -0.02], [-0.06, -0.08, -0.02], [0.00, 0.01, 0.13], [-0.03, -0.17, -0.02]], "lowdin_charge": [0.86, 0.75, 0.28, 0.38, 0.80, -0.16, -0.63, -0.12, -0.23, -0.13, -0.11, -0.11, -0.12, -0.13, -0.13, -0.13, -0.63, -0.23, -0.12, -0.22, -0.12, -0.11, -0.39, -0.14, -0.60, -0.63, -0.58, -0.18, -0.27, 0.08, 0.04, 0.05, 0.06, -0.02, 0.07, 0.01, 0.05, -0.03, 0.08, 0.01, 0.05, 0.06, 0.08, 0.06, 0.05, 0.01, 0.01, -0.01, 0.01, 0.01, 0.06, 0.06, 0.02, 0.08, 0.06, 0.05, 0.05, 0.05, 0.07, 0.06, 0.05, 0.01, 0.01, 0.08, 0.00, 0.02, 0.09, 0.08, 0.02, 0.09, 0.08, 0.08, 0.06, 0.06, 0.01, 0.08, 0.06], "largest_force_ha_per_bohr": 0.009, "spin_multiplicity": 4, "lumo_energy_ev": [2.3, 2.3], "e_above_lowest_kj_mol": 2.3, "charge": -1, "homo_ev": [-3.496, -3.849]}